Here is 5 unconnected molecules or ions with the total composition C23H37N5O2 in a non-equilibrium geometry from the OMol25 dataset. Energies are from wB97M-V/def2-TZVPD.

Structure (XYZ):
```
67
Properties=species:S:1:pos:R:3:mulliken_charge:R:1
C -4.36 -3.49 -1.29 -0.5670
O -3.77 -4.80 -1.08 -0.3660
C -2.43 -4.84 -1.45 -0.3854
C -1.81 -6.26 -1.57 0.3682
C -0.34 -6.27 -2.00 -1.3640
N -2.63 -7.00 -2.45 -0.7226
H -3.86 -2.79 -0.62 0.1449
H -5.37 -3.59 -0.90 0.2849
H -4.51 -3.23 -2.34 0.3104
H -2.23 -4.43 -2.44 0.3470
H -1.88 -4.27 -0.71 0.0397
H -1.86 -6.66 -0.55 0.3135
H -0.34 -6.05 -3.07 0.3653
H 0.06 -7.28 -1.89 0.3389
H 0.23 -5.54 -1.42 0.3330
H -2.59 -6.76 -3.43 0.2569
H -3.60 -6.83 -2.22 0.3019
C 1.81 3.95 3.36 -1.0628
O 1.41 3.80 1.98 -0.0238
C 2.46 3.63 1.06 -0.7770
C 2.01 3.82 -0.41 0.1089
C 1.26 5.16 -0.65 -1.3199
N 1.06 2.79 -0.76 -0.5011
H 1.04 4.05 4.12 0.3052
H 2.59 4.70 3.50 0.3493
H 2.32 3.03 3.66 0.3771
H 3.27 4.34 1.19 0.5969
H 2.90 2.63 1.13 0.2989
H 2.93 3.73 -0.98 0.3489
H 1.75 6.03 -0.23 0.3712
H 0.27 5.15 -0.21 0.3082
H 1.10 5.37 -1.71 0.3605
H 1.09 2.05 -0.07 0.3338
H 0.12 3.16 -0.71 0.2877
C -3.97 2.19 0.69 -0.1942
C -3.11 2.99 1.46 -0.5881
C -2.10 3.79 0.88 -0.1672
N -1.85 3.64 -0.43 -0.3730
C -2.73 2.98 -1.19 -0.2766
C -3.78 2.21 -0.67 -0.5651
H -4.67 1.53 1.17 0.4262
H -3.18 2.93 2.53 0.4667
H -1.30 4.26 1.43 0.3855
H -2.48 2.90 -2.24 0.3956
H -4.38 1.64 -1.36 0.3793
C 3.79 0.23 -0.60 0.2833
C 3.86 -0.26 0.64 0.1844
C 5.04 -0.89 1.11 -0.6223
N 6.12 -0.95 0.25 -0.6033
C 6.04 -0.47 -1.01 -0.2575
C 4.87 0.09 -1.46 -0.7940
H 2.94 0.79 -0.96 0.3363
H 2.98 -0.25 1.26 0.3179
H 5.16 -1.42 2.04 0.3900
H 6.95 -0.48 -1.59 0.3788
H 4.80 0.46 -2.47 0.3772
C -1.48 -1.31 1.63 -0.4453
C -1.54 -0.08 2.32 -0.6932
C -0.45 0.79 2.08 -0.2588
N 0.48 0.64 1.11 0.0353
C 0.52 -0.58 0.51 -0.2568
C -0.52 -1.46 0.62 -0.5878
H -2.27 -2.03 1.80 0.4690
H -2.26 0.18 3.09 0.4798
H -0.46 1.73 2.61 0.3481
H 1.42 -0.82 -0.04 0.3772
H -0.52 -2.31 -0.05 0.2911
```

E_LUMO = 0.42 eV
Energy relative to the best compared isomer or geometry (same formula, charge and spin) = 484.2 kJ/mol
Structure (SMILES) = COC[C@H](C)N.COC[C@H](C)N.c1ccncc1.c1ccncc1.c1ccncc1
Spin multiplicity = 1
DFT total energy = -35993.34405 eV
Gap between HOMO and LUMO = 0.3205 hartree
HOMO level = -0.3052 hartree

=====

Here is a molecular structure, C23H38BF3HgN2O13S in a non-equilibrium geometry from the OMol25 dataset. Energies are from wB97M-V/def2-TZVPD.

Structure (XYZ):
```
82
Properties=species:S:1:pos:R:3:mulliken_charge:R:1
Hg 0.72 23.65 19.63 3.2379
O -1.54 19.86 26.48 -0.5627
C -1.26 20.91 26.02 0.5913
O -1.79 21.52 24.94 -0.3981
B -1.04 22.74 24.67 1.2843
O -0.03 22.87 25.74 -0.6239
C -0.17 21.84 26.56 0.5090
O 0.46 21.62 27.54 -0.5747
O -1.93 23.94 24.59 -0.5802
C -1.78 24.52 23.42 0.2371
O -2.42 25.44 23.02 -0.5931
C -0.63 23.77 22.68 0.5489
O -0.29 22.75 23.40 -0.5354
O -0.15 24.04 21.60 -1.0409
C 1.06 25.55 15.54 0.4786
F 1.38 24.81 14.51 -0.1890
F 2.08 26.22 16.02 -0.1879
F 0.13 26.39 15.16 -0.1957
S 0.35 24.38 16.84 0.9942
O -0.21 25.03 18.04 -0.8080
O -0.66 23.64 16.13 -0.6092
O 1.44 23.54 17.36 -0.8346
C 4.39 25.83 21.49 -1.6792
C 3.51 25.56 20.26 1.4384
C 4.12 26.26 19.03 -0.9955
C 5.35 25.50 18.51 -0.7566
C 5.06 24.07 18.15 -1.1947
C 4.39 23.28 19.27 1.0424
N 3.36 24.10 19.95 0.9391
O 2.71 23.41 21.00 -0.0918
C 3.79 21.96 18.79 -1.6897
C 5.50 22.86 20.29 -1.7006
C 2.15 26.22 20.46 -2.5019
H 4.09 26.75 21.97 0.4754
H 5.45 25.84 21.23 0.3214
H 4.27 25.02 22.21 0.2609
H 3.38 26.20 18.22 0.0723
H 4.41 27.30 19.17 0.4691
H 6.15 25.50 19.25 0.3335
H 5.74 26.02 17.63 0.4462
H 6.01 23.60 17.90 0.4467
H 4.48 24.08 17.22 0.3471
H 4.38 21.47 18.01 0.4406
H 3.72 21.26 19.62 0.3028
H 2.81 22.04 18.30 0.2887
H 6.22 22.17 19.86 0.4912
H 5.92 23.71 20.82 0.3133
H 5.02 22.18 21.01 0.3930
H 1.43 26.11 19.65 0.3640
H 2.26 27.29 20.62 0.6035
H 1.67 25.90 21.40 0.4663
H 3.38 23.28 21.70 0.1800
C 0.76 20.51 21.05 -2.1630
C -0.66 20.24 20.60 1.7794
C -1.49 19.97 21.87 -0.7805
C -2.99 20.02 21.64 -0.8949
C -3.44 21.34 20.98 -1.2469
C -2.60 21.69 19.72 1.2167
N -1.16 21.47 19.95 1.2669
O -0.44 21.73 18.74 -0.2806
C -3.18 20.87 18.56 -1.8276
C -2.83 23.20 19.42 -1.7667
C -0.66 19.01 19.68 -1.7276
H 1.20 19.71 21.65 0.5517
H 0.92 21.42 21.65 0.0755
H 1.47 20.74 20.24 0.2091
H -1.27 18.99 22.30 0.5123
H -1.10 20.63 22.65 -0.0997
H -3.60 19.79 22.52 0.4522
H -3.37 19.19 21.04 0.4545
H -3.40 22.11 21.75 0.4091
H -4.45 21.12 20.63 0.4860
H -3.35 19.81 18.79 0.3935
H -4.16 21.25 18.29 0.5187
H -2.52 20.80 17.69 0.2184
H -2.25 23.81 20.10 0.2071
H -2.68 23.47 18.37 0.2762
H -3.91 23.33 19.54 0.5369
H -1.62 18.80 19.21 0.2433
H -0.34 18.10 20.20 0.4326
H 0.09 19.14 18.89 0.4083
H -0.61 20.94 18.20 0.1656
```

E_LUMO = -1.43 eV
Energy relative to the best compared isomer or geometry (same formula, charge and spin) = 32.4 kJ/mol
Spin multiplicity = 1
DFT total energy = -77905.46508 eV
Gap between HOMO and LUMO = 0.3022 hartree
HOMO level = -0.3547 hartree

=====

Here is C23H38F9N3O7S2 in the gas phase in a non-equilibrium geometry from the OMol25 dataset. Energies are from wB97M-V/def2-TZVPD.

Structure (XYZ):
```
82
Properties=species:S:1:pos:R:3:mulliken_charge:R:1
C 8.67 -1.47 0.17 -1.0577
C 7.19 -0.89 0.20 -0.3344
C 6.26 -1.53 1.38 -0.5068
C 4.88 -1.94 0.69 -0.5423
C 3.61 -1.91 1.71 -0.7714
C 2.52 -0.81 1.31 -0.3453
C 1.11 -1.39 0.81 0.3246
N 0.47 -2.36 1.73 -0.3915
C 0.05 -0.18 0.65 -1.0225
C -1.48 -0.72 0.46 -1.3009
C -2.36 -0.38 1.79 -0.3152
C -3.60 -1.40 1.83 -0.9529
C -4.60 -1.21 0.58 -0.3164
C -6.08 -1.73 0.99 -0.4932
O -6.99 -0.61 0.77 -0.3563
C -7.97 -0.90 -0.20 0.6647
C -9.45 -0.34 0.05 -0.8912
O -7.77 -1.51 -1.27 -0.5365
C 0.40 0.89 -0.47 -1.1306
S 1.38 2.36 0.18 1.3737
O 2.86 2.25 -0.15 -0.7570
O 1.37 2.42 1.70 -0.6771
C 0.80 3.98 -0.54 0.5710
F 1.98 4.74 -0.78 -0.2391
F 0.21 3.85 -1.84 -0.2638
C -0.10 4.90 0.40 0.5550
F 0.50 5.22 1.64 -0.2479
F -0.16 6.16 -0.27 -0.3110
C -1.62 4.45 0.60 0.5363
F -2.45 5.55 0.27 -0.2932
F -2.06 3.39 -0.21 -0.2067
C -2.04 4.07 2.11 0.5413
F -2.02 5.18 2.97 -0.2402
F -3.41 3.70 2.03 -0.2695
F -1.38 2.96 2.62 -0.1290
C 0.92 0.33 -1.87 0.5618
N 1.61 1.38 -2.70 -0.3588
C -0.41 0.01 -2.76 -0.4938
C -0.07 -0.48 -4.25 -0.9644
N 0.39 -1.90 -4.31 -0.4486
O 1.86 -0.76 -1.82 -0.5874
S 1.34 -2.07 -0.92 1.3742
O 0.14 -2.79 -1.44 -0.6132
O 2.48 -3.08 -0.97 -0.7660
H 8.99 -1.88 1.18 0.3174
H 8.73 -2.30 -0.63 0.2550
H 9.42 -0.67 -0.19 0.2886
H 6.72 -1.13 -0.82 0.2481
H 7.17 0.25 0.28 0.2971
H 6.81 -2.51 1.66 0.2780
H 6.17 -0.85 2.28 0.3450
H 4.65 -1.33 -0.26 0.1488
H 5.00 -3.02 0.32 0.2788
H 4.06 -1.58 2.72 0.3098
H 3.23 -2.98 1.74 0.2551
H 2.40 -0.03 2.15 0.4510
H 2.96 -0.23 0.42 -0.0858
H 0.08 -1.78 2.49 0.3703
H 1.16 -2.98 2.18 0.4022
H 0.01 0.29 1.70 1.2260
H -1.53 -1.82 0.23 0.5460
H -2.02 -0.18 -0.39 0.4093
H -1.73 -0.37 2.74 0.3820
H -2.82 0.65 1.58 0.0290
H -4.21 -1.24 2.78 0.5039
H -3.16 -2.45 1.76 0.2730
H -4.25 -1.92 -0.26 0.2032
H -4.62 -0.14 0.18 0.2464
H -6.11 -1.97 2.11 0.3426
H -6.38 -2.69 0.45 0.3927
H -9.93 -0.19 -0.98 0.2901
H -9.41 0.68 0.55 0.2829
H -10.10 -1.09 0.62 0.2436
H -0.62 1.38 -0.73 0.6857
H 2.34 0.92 -3.26 0.2857
H 0.93 1.89 -3.27 0.3577
H -0.97 1.00 -2.87 0.4921
H -1.12 -0.72 -2.26 0.1464
H -1.03 -0.41 -4.87 0.4446
H 0.70 0.16 -4.79 0.2416
H 0.09 -2.27 -5.22 0.2546
H 1.41 -1.93 -4.19 0.1907
```

E_LUMO = -0.11 eV
Structure (SMILES) = CCCCCC[C@@]1(N)[C@H](CCCCCOC(C)=O)[C@@H](S(=O)(=O)C(F)(F)C(F)(F)C(F)(F)C(F)(F)F)[C@](N)(CCN)OS1(=O)=O
Spin multiplicity = 1
DFT total energy = -89389.64961 eV
Gap between HOMO and LUMO = 0.3384 hartree
HOMO level = -0.3426 hartree